# C27H26ClF3N4O2

2 unconnected molecules or ions with the total composition C27H26ClF3N4O2 at a distorted geometry (ωB97M-V with the def2-TZVPD basis set, OMol25).

```
63
Properties=species:S:1:pos:R:3:forces:R:3
O -1.25234 -2.70978 1.53574 0.1 -0.2 -0.1
O 2.17117 0.60283 1.38696 -0.3 -0.4 0.1
F -3.13325 5.10616 -3.74012 0.5 0.5 -0.5
F -1.09789 5.94941 -3.80920 -0.8 -0.4 -0.5
F -2.14360 5.44820 -5.69121 -0.2 0.4 0.8
Cl -2.70144 -0.03736 -5.24172 0.3 0.4 0.2
N 0.43229 2.17230 -4.02396 -0.5 0.3 -0.1
C -1.09825 -1.71162 2.22043 -1.6 -1.0 -0.2
C 1.35283 1.04884 2.18075 0.6 -1.0 -0.6
C 0.32277 -0.18016 -4.49950 0.5 -0.8 0.1
C 0.47699 -0.96060 -5.62777 0.0 0.4 0.8
C -0.09141 3.40494 -4.01432 -0.4 -0.6 -0.1
C -0.32404 1.13240 -4.41638 0.0 0.1 -0.3
C -0.92564 -2.82694 7.05389 0.4 0.5 -0.6
C 1.82277 -1.49199 -1.21915 -0.4 0.4 -0.5
C 2.31796 -2.69506 -1.73906 -0.3 0.1 -0.9
C -0.27309 -3.41938 5.95890 0.0 0.9 0.1
C -0.85946 -1.43518 7.24198 0.4 -0.4 -0.7
C 1.14784 -0.58145 -2.04503 0.3 -0.5 0.5
C 2.14478 -2.99445 -3.09521 0.2 -0.2 0.4
C -2.21831 2.58591 -4.77047 0.1 0.0 0.0
C 0.44971 -2.62137 5.05526 -0.6 0.3 0.8
C -0.14203 -0.63558 6.33437 -0.2 -1.2 -0.1
C -1.67398 1.30529 -4.78448 -0.1 0.6 0.1
C 0.97257 -0.88802 -3.39773 -0.4 0.9 0.0
C 1.47104 -2.08165 -3.90887 0.1 -0.2 0.1
C -1.41182 3.66222 -4.38895 0.5 -0.4 0.2
C 0.51327 -1.22643 5.23704 -0.2 -0.1 0.1
N 1.16217 -2.11123 -5.25743 0.0 -0.3 -0.8
N 1.26003 2.37137 2.35112 -0.5 1.1 0.6
N 0.07115 -1.07295 2.22094 1.4 1.7 0.3
C -2.25487 -1.19784 3.05578 0.3 0.0 -0.1
C 0.06071 -0.65255 -7.03957 0.2 -0.4 0.3
C -1.94769 5.06973 -4.40190 0.2 -0.7 0.0
C 0.37375 3.08894 3.26691 0.1 -0.4 -0.2
C 1.27767 -0.36250 4.25330 0.2 0.0 0.4
C 0.48164 0.09254 3.01751 -0.3 -0.4 -0.1
H 0.55796 4.22037 -3.71041 0.0 -0.2 0.0
H -1.47879 -3.44192 7.75036 0.0 0.0 0.0
H 1.97285 -1.26637 -0.17097 0.0 0.1 -0.1
H 2.83706 -3.39259 -1.08863 -0.1 0.1 -0.1
H -0.32816 -4.48885 5.80953 0.0 0.0 0.0
H -1.36117 -0.98085 8.08491 0.0 0.0 0.0
H 0.77107 0.35362 -1.64386 0.1 -0.1 0.0
H 2.52721 -3.92337 -3.50500 0.0 0.0 0.0
H -3.25689 2.73570 -5.05877 0.2 0.0 0.1
H 0.94541 -3.08204 4.21195 0.0 0.0 0.0
H -0.09458 0.43309 6.48446 0.0 0.1 0.0
H 1.41934 -2.86556 -5.88926 -0.2 0.5 0.3
H 1.88339 2.91394 1.77066 0.0 -0.2 0.0
H 0.76275 -1.45045 1.59065 0.1 0.0 0.0
H -3.11142 -1.85077 2.89713 0.2 0.0 -0.1
H -2.51046 -0.18836 2.74455 -0.1 0.2 0.1
H -1.98818 -1.21618 4.10919 0.0 0.2 0.2
H -0.71195 -1.35478 -7.36517 0.0 0.1 -0.1
H 0.92112 -0.73887 -7.70934 -0.1 0.0 0.0
H -0.33387 0.36367 -7.12287 0.1 -0.2 0.1
H 0.61774 4.15255 3.25755 0.0 -0.2 0.0
H -0.66502 2.96619 2.95455 0.0 0.1 0.1
H 0.49473 2.71239 4.28427 -0.1 0.1 0.0
H 1.63623 0.52158 4.78246 0.1 0.1 0.0
H 2.16012 -0.91108 3.91950 0.0 0.1 -0.2
H -0.40051 0.63195 3.35374 -0.2 -0.1 0.0
```
Forces are in eV/Å.

The gap between HOMO and LUMO comes out at 8.080 eV. For the HOMO energy, the calculation gives -7.68 eV. The SMILES is Cc1[nH]c2ccccc2c1-c1ncc(C(F)(F)F)cc1Cl.CNC(=O)[C@H](Cc1ccccc1)NC(C)=O. The LUMO energy is 0.40 eV.

natural (NBO) atomic charge list, values in e, 6 entries: -0.63 -0.63 -0.32 -0.32 -0.32 0.02


# C4H10N2O

C4H10N2O in the gas phase at a distorted geometry (ωB97M-V with the def2-TZVPD basis set, OMol25).

```
17
Properties=species:S:1:pos:R:3:forces:R:3
O -2.38356 1.99370 0.63446 0.6 0.4 -0.6
C -2.09771 0.84455 0.41494 -1.0 0.1 2.3
C -0.77995 0.20108 0.80980 0.2 1.1 -0.1
C 0.11516 0.13074 -0.43087 -1.1 -0.8 -1.2
C 1.09572 -1.03015 -0.47025 0.2 0.4 0.3
N 1.47050 -1.39189 -1.82997 0.4 -0.3 -0.1
N -0.16663 0.91740 1.92607 0.8 0.4 0.0
H -2.95714 0.16488 0.29293 0.2 -0.4 -1.0
H -1.06511 -0.77752 1.19190 0.1 -0.4 -0.4
H -0.55416 -0.00732 -1.29950 0.0 -0.3 0.1
H 0.55177 1.09654 -0.69276 0.3 0.1 0.6
H 1.96005 -0.76675 0.15141 0.2 0.0 -0.1
H 0.66114 -1.91271 0.00448 -0.2 0.1 0.0
H 1.31750 -0.70197 -2.55132 -0.1 0.3 0.3
H 2.44410 -1.65606 -1.85921 0.0 -0.1 -0.2
H 0.82634 1.00047 1.72666 0.0 -0.3 0.2
H -0.43803 1.89502 1.98124 -0.6 -0.1 -0.2
```
Forces are in eV/Å.

The gap between HOMO and LUMO comes out at 10.345 eV. The energy above the lowest of the compared OMol25 structures with the same formula, charge and spin comes out at 49.4 kcal/mol. For the HOMO energy, the calculation gives -9.44 eV. The SMILES is NCC[C@@H](N)C=O. The LUMO energy is 0.90 eV.

natural (NBO) atomic charge list, values in e, 6 entries: -0.52 0.43 -0.16 -0.42 -0.21 -0.84


# C15H46B3F8N3O3Sn

A molecular structure, C15H46B3F8N3O3Sn at a distorted geometry (ωB97M-V with the def2-TZVPD basis set, OMol25).

```
79
Properties=species:S:1:pos:R:3:forces:R:3
Sn -2.13226 2.09019 0.23837 -1.2 1.2 0.1
B -0.40898 0.31366 0.12866 -0.2 2.4 0.1
H 0.06115 -0.51671 0.63236 -0.1 -1.0 2.0
H -0.11459 1.27556 0.51894 1.1 3.0 0.2
H -0.18983 0.33601 -0.92761 -0.3 0.1 -0.9
H -1.47615 0.30139 0.28751 -2.9 0.1 1.8
C 1.37350 1.92400 -3.64051 -0.5 -1.0 0.8
N 1.90687 1.70101 -2.16601 -1.8 1.3 -1.9
C 3.33567 2.19502 -2.23522 -1.9 -1.3 1.9
C 0.95117 2.59913 -1.28843 2.4 0.4 -1.1
C 1.72579 0.19918 -1.78757 1.8 3.3 -2.2
C 2.35977 -0.23841 -0.49591 1.2 -0.8 -1.0
O 1.96537 0.38508 0.67588 3.4 0.0 -0.1
H 1.77478 1.32271 -4.45631 1.0 -0.4 0.7
H 1.49226 2.96644 -3.93603 0.0 -0.1 0.5
H 0.30955 1.68863 -3.61387 1.0 -0.2 -0.1
H 3.77133 1.37904 -2.81184 0.9 0.7 0.0
H 3.51129 2.16204 -1.15996 1.5 0.2 -0.2
H 3.36139 3.21891 -2.60816 0.1 -0.4 -0.2
H -0.10667 2.41247 -1.47344 3.8 -1.2 1.0
H 1.03874 3.62647 -1.64201 0.6 -0.1 -0.4
H 1.27105 2.65844 -0.24811 0.1 -0.6 -0.2
H 2.26984 -0.31822 -2.57777 -0.2 -0.2 -0.2
H 0.64421 0.09793 -1.87724 1.9 1.5 -1.0
H 3.43545 -0.33382 -0.64392 0.3 1.1 0.4
H 2.12551 -1.30278 -0.47768 1.5 0.9 0.2
H 1.02406 0.21627 0.75975 0.0 -0.3 0.1
C -0.89194 1.08490 4.44487 0.4 -1.5 -0.3
N 0.34136 0.69824 3.55965 -3.1 -1.5 0.1
C -0.13857 -0.70541 2.94807 1.2 0.7 0.4
C 0.37291 1.74212 2.40082 2.6 0.5 2.8
C 1.58164 0.57387 4.57043 0.0 0.9 -1.3
C 2.93800 0.43891 3.86934 0.3 0.3 -0.4
O 3.25129 1.63011 3.19296 -0.7 0.8 -0.3
H -1.82784 1.04636 3.88746 0.3 0.6 -0.7
H -0.78682 2.01770 4.99887 0.3 -0.2 -0.1
H -1.04598 0.17828 5.03003 0.4 0.5 0.9
H 0.77367 -1.14371 2.54334 -0.2 0.0 -0.2
H -0.88810 -0.56693 2.16888 0.4 0.6 0.6
H -0.58250 -1.44944 3.60947 0.3 0.6 0.9
H -0.62172 2.08274 2.11310 0.3 -0.5 0.8
H 1.05799 1.44376 1.60724 -0.6 0.5 1.2
H 0.93785 2.57076 2.82778 -0.4 0.4 0.3
H 1.48294 -0.22912 5.30089 -0.7 -0.3 -0.5
H 1.45023 1.50643 5.11920 0.6 0.1 0.0
H 2.93805 -0.37708 3.14666 -0.3 -0.3 0.0
H 3.77609 0.23777 4.53662 -0.5 -0.3 0.7
H 4.19145 1.72280 3.02235 0.1 -0.2 0.1
C -0.69323 -3.87392 -0.00286 0.4 2.3 0.1
N -0.81389 -2.61014 -0.86288 0.0 -0.1 -0.4
C -1.79685 -1.54166 -0.26183 0.5 -4.6 -0.9
C 0.53528 -1.81640 -0.94448 -3.2 -4.4 -1.2
C -1.31360 -3.06936 -2.27901 -0.3 0.0 1.3
C -2.44063 -4.18136 -2.23045 0.7 0.7 0.1
O -3.56402 -3.86383 -1.41530 0.9 0.2 -0.4
H 0.03699 -4.51907 -0.49139 -0.5 -0.3 0.1
H -1.69597 -4.24068 0.21645 0.3 -0.3 -0.3
H -0.26532 -3.48687 0.92190 0.1 -0.4 0.2
H -1.70604 -0.60630 -0.81408 0.2 -3.2 -0.1
H -1.41996 -1.36929 0.74630 -1.1 -1.2 -0.3
H -2.76604 -2.02586 -0.38147 -0.2 0.4 0.5
H 1.26556 -2.43407 -1.46724 0.0 -0.5 0.3
H 0.79898 -1.47570 0.05676 -0.7 -2.0 -1.0
H 0.30821 -0.97153 -1.59464 -0.4 -2.7 0.9
H -0.46139 -3.50462 -2.80091 0.1 -0.1 0.2
H -1.53003 -2.12932 -2.78655 -0.6 -0.2 -0.1
H -2.00932 -5.11595 -1.87182 0.4 0.1 0.1
H -2.69803 -4.39782 -3.26727 -0.2 0.3 -0.2
H -3.96156 -4.71017 -1.19790 -0.4 0.0 0.1
B -3.91829 0.39753 -0.72304 -5.4 -0.7 -2.1
F -3.85498 0.44897 0.63860 1.0 0.3 3.0
F -2.65037 0.43677 -1.19860 -5.5 -0.4 0.7
F -4.48629 -0.74061 -1.14784 -0.5 -1.4 -0.3
F -4.68857 1.49142 -1.11725 0.8 0.3 0.3
B -1.53413 2.58078 -2.38735 -3.3 1.8 -4.0
F -2.90706 2.76692 -2.38111 -0.4 -0.4 -0.4
F -1.14678 3.56745 -1.51909 -0.6 2.5 2.4
F -1.32382 1.30355 -1.93923 5.2 3.2 -3.7
F -0.88936 2.82808 -3.56870 -1.5 0.6 -0.5
```
Forces are in eV/Å.

The net charge is +2. The gap between HOMO and LUMO comes out at 9.909 eV. For the HOMO energy, the calculation gives -15.69 eV. The LUMO energy is -5.78 eV.

Mulliken atomic charge list, values in e, 6 entries: 1.02 0.75 0.78 -1.00 -1.39 1.35


# C8H21NSi

C8H21NSi in the gas phase at a distorted geometry (ωB97M-V with the def2-TZVPD basis set, OMol25).

```
31
Properties=species:S:1:pos:R:3:forces:R:3
C 3.33117 -1.21347 -0.40241 -0.7 1.9 -3.4
C -1.19961 -2.09890 -0.65869 1.0 -0.5 0.2
C 0.25212 2.38654 1.25552 2.9 0.4 -0.4
C 1.95519 -0.77396 0.23052 3.2 -2.0 1.4
C -0.88741 -1.17507 0.51573 -5.1 0.6 -1.6
C -0.30454 1.02507 1.38353 1.6 -1.9 0.7
C 1.01551 0.03544 -0.60128 -1.4 -5.7 -1.0
C -0.32202 0.16449 0.10103 -1.5 0.7 -1.9
N -1.25440 0.85329 -1.04397 1.3 -0.7 3.3
Si -2.84811 1.36586 -0.69927 -0.4 1.5 -2.1
H 3.96047 -1.89725 0.18473 -0.6 0.1 -0.2
H 2.97858 -1.64580 -1.43692 1.3 0.3 1.7
H 3.98527 -0.27076 -0.68049 -1.2 -1.8 0.6
H -2.06178 -2.73175 -0.56051 -0.5 -0.2 0.7
H -1.43382 -1.53010 -1.55282 0.6 -0.2 -0.3
H -0.35431 -2.79688 -0.70653 -0.1 0.2 -1.0
H -0.50764 3.03839 1.05488 -1.7 2.2 -0.9
H 1.05414 2.43082 0.45468 -1.1 0.1 0.7
H 0.79124 2.78361 2.13606 -0.5 -0.5 -0.1
H 1.56131 -1.83135 0.53636 0.1 2.3 -0.2
H 2.37822 -0.22081 1.07449 -1.0 -0.1 0.7
H -0.29463 -1.63978 1.19455 1.8 -1.3 2.0
H -1.94065 -1.11624 1.02426 1.9 0.8 -0.4
H 0.48238 0.56613 2.13824 -2.3 -0.1 -1.3
H -1.36639 0.94255 1.67890 0.7 0.4 0.8
H 1.23606 0.96245 -0.91970 1.7 3.1 -1.0
H 0.93261 -0.67647 -1.57112 -0.4 1.8 1.7
H -1.31061 0.33348 -1.88725 0.7 -0.7 -0.6
H -2.64578 2.77922 -0.17742 -0.6 -0.6 -0.1
H -3.78060 0.63042 0.17409 0.0 -0.2 0.1
H -3.40198 1.32085 -2.23919 0.3 0.3 2.0
```
Forces are in eV/Å.

The gap between HOMO and LUMO comes out at 10.324 eV. The energy above the lowest of the compared OMol25 structures with the same formula, charge and spin comes out at 70.5 kcal/mol. For the HOMO energy, the calculation gives -9.47 eV. The SMILES is CCCC(CC)(CC)N[SiH3]. The LUMO energy is 0.85 eV.

natural (NBO) atomic charge list, values in e, 6 entries: -0.60 -0.62 -0.61 -0.41 -0.43 -0.44